The following is a quantum chemistry calculation of a molecular structure, C22H24N5O2SV, from the OMol25 dataset.

```
55
Properties=species:S:1:pos:R:3:forces:R:3:mulliken_spin:R:1
V 0.30359 -0.09775 0.03317 -0.46 0.61 -0.42 2.916
N -4.28419 -5.72027 7.36206 0.00 -0.01 0.01 0.000
C -3.77483 -5.09297 6.54616 0.03 0.06 -0.07 0.000
C -3.13503 -4.30600 5.52147 -0.07 -0.10 0.12 0.000
C -3.51456 -2.98134 5.32842 0.02 0.05 -0.04 0.000
C -2.88951 -2.22794 4.34955 -0.01 -0.02 0.02 -0.001
C -1.89660 -2.79391 3.55589 0.03 0.05 -0.05 -0.004
C -1.52955 -4.12197 3.74846 -0.03 -0.03 0.03 0.000
C -2.14114 -4.87850 4.73340 0.03 0.02 -0.04 -0.001
C -1.22706 -1.97929 2.50064 -0.09 -0.11 0.08 0.060
C -0.39325 -0.95115 2.93877 0.05 0.08 -0.15 0.029
C -0.09573 -0.60466 4.28258 0.00 -0.03 0.05 0.036
C 0.75488 0.47539 4.24484 0.01 0.00 -0.02 0.001
C 0.95842 0.75432 2.87895 0.04 0.00 -0.04 0.037
N 0.28932 -0.08128 2.08936 -0.08 -0.02 0.36 -0.159
C -1.50733 -2.32698 1.17559 0.06 0.14 -0.05 0.043
C -2.41124 -3.32208 0.72894 -0.01 -0.04 0.04 0.044
C -2.39177 -3.30120 -0.64846 0.02 0.01 -0.02 -0.010
C -1.48088 -2.29118 -1.00478 -0.01 -0.01 0.03 0.058
N -0.95304 -1.69449 0.06485 -0.13 -0.36 0.01 -0.123
H -4.29248 -2.54907 5.94227 0.00 -0.01 0.01 0.000
H -3.17602 -1.19628 4.19228 0.00 0.00 0.00 0.000
H -0.75902 -4.56084 3.12813 0.00 0.01 0.00 0.000
H -1.85527 -5.90859 4.89475 0.00 0.00 0.00 0.000
H -0.46958 -1.11075 5.15732 0.00 0.01 0.01 0.003
H 1.18824 1.00450 5.07691 0.00 0.00 0.00 0.000
H 1.58369 1.53164 2.45796 -0.02 0.00 0.04 -0.003
H -3.00363 -3.95977 1.36428 -0.01 0.00 -0.01 0.004
H -2.95675 -3.92161 -1.32402 0.00 0.00 0.00 0.000
H -1.18606 -1.98145 -1.99590 -0.01 0.00 -0.02 -0.006
C -1.24193 0.44456 -4.12396 -0.17 -0.03 -0.10 0.004
S 0.43410 0.57527 -3.54886 0.11 0.20 0.31 0.007
C 1.13001 -0.81740 -4.40573 0.04 -0.14 -0.10 0.002
O 0.39891 0.16795 -2.09966 0.04 -0.08 -0.03 0.011
H -1.26865 0.70652 -5.18170 0.00 0.00 0.00 0.000
H -1.82958 1.16170 -3.55432 -0.01 0.00 -0.01 -0.001
H -1.61771 -0.56507 -3.96630 -0.01 0.00 0.02 0.000
H 1.10619 -0.61987 -5.47731 -0.01 0.00 0.00 0.000
H 0.56628 -1.71690 -4.16058 0.01 0.00 0.00 0.000
H 2.16228 -0.91242 -4.07548 0.00 -0.01 -0.01 0.000
C 0.35395 5.22946 0.03896 0.05 -0.11 0.03 0.000
N 0.49282 3.77332 0.07820 -0.03 0.15 -0.02 0.004
C 1.82845 3.21794 -0.05830 -0.01 -0.03 -0.06 0.010
C -0.59012 3.00955 0.08800 -0.11 -0.14 0.12 0.003
O -0.60401 1.77605 0.01853 0.12 0.20 -0.02 -0.056
H 1.19615 5.67644 0.56140 -0.02 0.03 0.03 0.000
H -0.56218 5.52626 0.54366 -0.02 0.00 -0.04 0.000
H 0.34016 5.59496 -0.98803 0.04 0.02 0.00 0.000
H 2.51702 3.79650 0.55403 0.01 0.00 -0.01 0.002
H 2.16203 3.24438 -1.09721 0.01 0.02 0.00 -0.001
H 1.84621 2.18609 0.28728 -0.02 0.02 0.00 0.044
H -1.53333 3.55696 0.17742 0.01 0.03 0.00 0.002
N 2.93594 -1.90482 -0.04818 -0.19 -0.08 0.02 0.143
C 1.98105 -1.24506 -0.01869 0.70 -0.41 -0.05 -0.094
H 3.61343 -2.63967 -0.03731 0.07 0.07 0.02 -0.005
```
Positions in Å, forces in eV/Å.

2S+1: 4
Kohn-Sham gap (alpha / beta): 0.25767 / 0.25128 hartree
ΔE to the lowest compared entry with this formula, charge and spin: 12.7 kJ/mol
⟨S²⟩: 3.76
Total charge: +1
Molecular weight: 473.478 u
LUMO (alpha / beta): -2.98 / -3.10 eV